Record 1
A cluster of 7 separate species, C36H74F2N9O5S2 in total. Source: the Open Molecules 2025 dataset; level of theory: wB97M-V/def2-TZVPD.

Output
total energy	-3279.95373	a.u.
LUMO energy	-6.57	eV
highest occupied orbital energy	-9.99	eV
total charge	+3
orbital gap	3.4	eV

Positions of all 128 atoms, in Å:
C  13.236500  -9.968120  19.114570
C  11.901110  -10.566180  19.278190
O  11.014190  -10.251680  18.241840
H  13.849030  -10.513450  19.832570
H  13.228840  -8.924620  19.429460
H  13.701440  -9.986530  18.128870
H  11.524120  -10.286240  20.261860
H  12.014770  -11.648590  19.338020
C  8.166770  -5.698180  22.705910
C  7.360720  -7.052170  22.779930
N  6.718640  -7.316930  21.545170
C  5.605560  -6.688710  21.062530
C  5.226030  -7.222080  19.881610
N  6.110500  -8.227970  19.637100
C  7.069880  -8.288290  20.604030
C  6.225000  -8.986420  18.387640
H  9.152000  -5.721900  22.240210
H  8.335500  -5.308300  23.709700
H  7.446670  -5.059520  22.194360
H  6.603970  -7.090720  23.563490
H  8.007760  -7.896370  23.018180
H  5.118680  -5.900420  21.617450
H  4.415400  -6.932080  19.229550
H  7.978270  -8.870220  20.654980
H  7.127620  -8.617060  17.900880
H  5.373920  -8.769710  17.742050
H  6.364480  -10.061030  18.505400
C  9.518100  -5.336380  17.165420
C  9.335050  -5.347620  15.594850
N  7.979800  -4.872080  15.279430
C  7.074330  -5.539460  14.467390
C  6.013140  -4.669130  14.215400
N  6.380500  -3.395890  14.610870
C  7.594230  -3.563970  15.324920
C  5.765460  -2.121200  14.318220
H  9.082950  -6.165160  17.723860
H  9.101200  -4.488260  17.708550
H  10.593100  -5.244910  17.320710
H  9.486130  -6.388840  15.309990
H  10.052890  -4.781120  15.001660
H  7.143550  -6.534780  14.053930
H  5.121000  -4.792020  13.619270
H  8.289770  -2.811790  15.666760
H  5.684540  -1.902990  13.253360
H  6.275200  -1.242100  14.712500
H  4.750400  -2.137730  14.715040
C  8.265770  -15.258290  19.186550
C  8.368930  -14.243030  20.315880
N  9.164170  -14.700860  21.444950
C  10.402500  -15.358730  21.455250
C  10.848690  -15.389690  22.790320
N  9.888570  -14.846100  23.560960
C  8.858550  -14.475680  22.777420
C  9.873630  -14.520730  24.930230
H  7.884300  -14.962610  18.209230
H  7.726000  -16.142310  19.526060
H  9.259750  -15.644650  18.961110
H  7.380090  -14.031030  20.722520
H  8.734290  -13.302000  19.904710
H  10.929730  -15.670340  20.565690
H  11.769470  -15.756410  23.219370
H  8.006600  -13.922560  23.144360
H  9.063340  -15.034160  25.447850
H  9.823110  -13.452630  25.141690
H  10.774950  -14.929300  25.387170
C  11.419230  -14.602380  10.830100
C  12.278290  -13.746100  11.760700
C  13.211850  -14.642560  12.613150
N  14.041400  -13.880500  13.709540
C  13.232400  -13.293280  14.891040
C  15.154450  -14.675720  14.390600
C  16.590670  -14.111550  14.051390
C  16.249570  -12.728310  13.722280
C  14.962480  -12.845410  12.942850
H  10.801560  -15.327510  11.359970
H  12.064590  -15.176890  10.165600
H  10.780540  -14.028180  10.158930
H  11.551280  -13.213830  12.374100
H  12.862960  -13.086900  11.119060
H  14.045410  -15.101270  12.081300
H  12.676970  -15.378740  13.213180
H  13.918720  -12.939330  15.660310
H  12.627860  -14.031400  15.418120
H  12.608220  -12.511330  14.458540
H  15.015840  -14.715700  15.471020
H  15.060830  -15.661250  13.934450
H  17.266820  -14.271510  14.891240
H  17.065760  -14.674880  13.248230
H  16.112870  -12.113430  14.611850
H  17.059410  -12.260650  13.162330
H  14.364670  -11.936210  12.879110
H  15.073010  -13.184940  11.912990
C  15.973790  -5.345970  15.941370
C  15.346280  -5.732240  14.623380
C  16.035240  -5.001370  13.374140
N  15.467460  -5.292800  11.949630
C  15.141150  -6.795260  11.613020
C  16.309840  -4.604420  10.814480
C  15.755490  -3.121350  10.596190
C  14.497930  -3.078670  11.392540
C  14.153850  -4.506030  11.754800
H  16.170710  -4.281930  16.072310
H  16.862690  -5.959090  16.089820
H  15.227380  -5.641520  16.678670
H  14.271960  -5.554330  14.575570
H  15.333570  -6.818960  14.539880
H  16.981730  -5.536400  13.296700
H  16.207380  -3.926390  13.427790
H  14.730600  -6.913970  10.610300
H  14.546780  -7.252150  12.404270
H  16.134040  -7.238850  11.538880
H  16.233400  -5.217810  9.916710
H  17.374940  -4.655640  11.040370
H  15.482950  -2.931870  9.557960
H  16.416270  -2.339070  10.969700
H  13.714590  -2.656250  10.763230
H  14.569020  -2.532940  12.333410
H  13.568790  -5.025730  10.996030
H  13.490080  -4.598390  12.614440
N  18.035060  -15.058320  21.037170
S  16.825990  -14.220690  20.845880
O  16.639350  -12.848760  21.368110
O  15.623720  -15.033260  20.535490
F  17.280360  -13.794590  19.313750
S  17.757750  -14.808690  22.737520
O  16.411140  -15.048090  23.351230
O  18.606600  -13.738880  23.306620
F  18.544510  -16.145520  23.126260

Atoms 1-6, force components in eV/Å:
C 1.4 0.6 1.0
C -2.1 -0.2 -2.2
O -0.3 0.2 0.5
H 0.7 0.2 0.0
H 0.0 0.2 0.0
H -0.3 -0.4 -0.2

Record 2
A cluster of 7 separate species, C36H74N4O15 in total. Source: the Open Molecules 2025 dataset; level of theory: wB97M-V/def2-TZVPD.

Output
total energy	-2763.72124	a.u.
LUMO energy	0.21	eV
highest occupied orbital energy	-8.92	eV
structure (SMILES)	[H]/N=C(\N)NCCCCC(=O)O[C@](C)(CN)CCCO.CCOC(C)=O.CCOC(C)=O.CCOC(C)=O.CCOC(C)=O.CCOC(C)=O.CCOC(C)=O
orbital gap	9.1	eV

Positions of all 129 atoms, in Å:
H  1.097466  0.523978  2.307012
N  1.481220  -0.409324  2.163756
C  2.026214  -0.501192  1.022292
N  2.088161  0.603507  0.092408
N  2.565549  -1.738058  0.630863
C  3.874493  -1.694807  -0.040063
C  3.898784  -2.307046  -1.445189
C  3.741479  -1.330225  -2.613015
C  2.319072  -0.785117  -2.844570
C  1.610534  -1.438732  -4.001875
O  1.063148  -0.802999  -4.871272
O  1.700900  -2.806496  -4.032171
C  0.468352  -3.577145  -3.863154
C  0.971568  -4.993072  -3.649679
C  -0.339538  -3.509038  -5.201224
N  -0.467707  -4.814555  -5.893066
C  -0.426584  -3.072777  -2.716364
C  -0.979729  -4.149788  -1.771042
C  -1.785924  -3.526202  -0.649114
O  -0.903000  -2.690113  0.089576
H  1.238357  1.142116  0.162446
H  2.878169  1.198356  0.292149
H  1.898678  -2.272207  0.091902
H  4.284496  -0.687286  -0.009143
H  4.537903  -2.303258  0.573239
H  3.122199  -3.070407  -1.490852
H  4.866884  -2.788057  -1.562079
H  4.150865  -1.782787  -3.511393
H  4.372300  -0.472508  -2.385537
H  2.388567  0.269313  -3.087024
H  1.732216  -0.840756  -1.937158
H  0.165462  -5.707921  -3.573794
H  1.654090  -5.269652  -4.441971
H  1.500254  -5.007364  -2.698839
H  0.126700  -2.800942  -5.878125
H  -1.355587  -3.169764  -5.030456
H  -1.143952  -4.663785  -6.632934
H  0.392832  -5.019662  -6.387603
H  -1.298450  -2.569221  -3.129809
H  0.063352  -2.348367  -2.079383
H  -1.540422  -4.919813  -2.291408
H  -0.126624  -4.615909  -1.280291
H  -2.642173  -2.963939  -1.017836
H  -2.104162  -4.335007  0.007852
H  -1.422194  -2.178242  0.712438
C  0.892817  5.130848  5.854695
C  0.523358  3.663941  5.809125
O  0.052338  3.276810  4.508004
C  0.867126  2.903529  3.516798
C  2.353660  3.126848  3.645324
O  0.380412  2.451688  2.510079
H  1.714682  5.363787  5.179710
H  1.188233  5.412529  6.866329
H  0.051086  5.741394  5.554870
H  1.337814  3.011709  6.129455
H  -0.311531  3.468441  6.479769
H  2.597857  4.094862  3.209507
H  2.862393  2.345116  3.084835
H  2.721685  3.090135  4.666901
C  4.146124  9.905153  4.729437
C  3.608508  8.854090  3.781708
O  2.513421  8.129004  4.351178
C  1.236509  8.554214  4.287743
C  0.944048  9.968341  3.845400
O  0.367876  7.810518  4.649297
H  3.397641  10.664916  4.953963
H  5.016305  10.397840  4.295996
H  4.438123  9.445675  5.673374
H  3.330334  9.273068  2.814139
H  4.373029  8.103583  3.589076
H  0.899986  10.606770  4.726658
H  -0.027350  9.974717  3.358679
H  1.666868  10.375671  3.143065
C  -2.150763  1.229336  6.454903
C  -2.745127  -0.163922  6.456580
O  -3.258710  -0.525426  5.174855
C  -2.477572  -1.021940  4.193721
C  -0.979723  -0.905693  4.316206
O  -3.000548  -1.467435  3.209936
H  -1.298793  1.296810  5.778804
H  -1.821016  1.501503  7.458893
H  -2.892480  1.953709  6.118084
H  -2.029722  -0.906788  6.811695
H  -3.601506  -0.210100  7.127077
H  -0.667940  0.020482  3.835549
H  -0.524703  -1.738421  3.787681
H  -0.604464  -0.928823  5.336690
C  -3.255220  5.542743  4.856613
C  -4.245287  4.691411  5.625096
O  -5.301835  5.471876  6.186626
C  -6.419326  5.796189  5.505419
C  -6.466968  5.570735  4.011035
O  -7.323820  6.313951  6.095166
H  -3.723660  6.030093  4.001598
H  -2.427589  4.931692  4.492786
H  -2.855993  6.327014  5.499819
H  -4.645017  3.875693  5.020557
H  -3.744315  4.234276  6.477322
H  -6.140817  6.481302  3.510520
H  -7.497918  5.367954  3.734319
H  -5.863174  4.735467  3.664812
C  3.172766  -0.978993  -7.869257
C  2.678454  -2.349743  -7.460645
O  2.073359  -3.049927  -8.554760
C  2.773271  -3.785157  -9.437946
C  4.280791  -3.669454  -9.468508
O  2.178109  -4.469201  -10.221875
H  3.956322  -1.041306  -8.625635
H  3.568630  -0.445779  -7.004734
H  2.354570  -0.397846  -8.293477
H  3.463224  -2.954628  -7.002817
H  1.892064  -2.245080  -6.717728
H  4.557163  -2.905370  -10.193604
H  4.685123  -4.624385  -9.793265
H  4.729654  -3.431025  -8.507441
C  -5.443975  -8.610957  -4.141255
C  -4.485261  -8.215415  -3.037491
O  -3.197551  -8.806402  -3.209226
C  -2.230773  -8.254205  -3.975447
C  -2.574765  -7.116640  -4.907385
O  -1.130196  -8.726676  -3.932388
H  -5.103356  -8.256775  -5.114086
H  -6.434903  -8.197263  -3.951900
H  -5.522606  -9.696408  -4.197904
H  -4.402492  -7.132470  -2.933165
H  -4.844725  -8.594822  -2.082338
H  -2.827869  -7.526248  -5.885052
H  -1.693349  -6.477975  -5.010132
H  -3.395242  -6.492469  -4.556513

Atoms 1-6, force components in eV/Å:
H 0.0 0.0 -0.2
N -0.1 -0.3 -0.1
C -0.4 0.3 0.8
N 0.2 -0.5 -0.3
N 0.5 0.3 -0.5
C -0.2 -0.6 0.2

Record 3
A cluster of 6 separate species, C36H75FN7O10PS in total. Source: the Open Molecules 2025 dataset; level of theory: wB97M-V/def2-TZVPD.

Output
total energy	-3391.58654	a.u.
LUMO energy	0.09	eV
highest occupied orbital energy	-8.09	eV
structure (SMILES)	CCCCCC[C@@]1(CC(=O)F)C(=O)N[C@](CCCN)(CCCS(=O)(=O)O)[C@@H]1P(C)CC.CN(C)C=O.CN(C)C=O.CN(C)C=O.CN(C)C=O.CN(C)C=O
orbital gap	8.2	eV

Positions of all 131 atoms, in Å:
C  -5.726199  -1.677130  3.598945
C  -4.738592  -0.857097  2.606640
C  -5.460994  0.353956  1.844607
C  -4.849466  0.638482  0.364855
C  -3.557265  1.592475  0.399162
C  -2.335133  1.118585  -0.522674
C  -1.301706  0.094540  0.171918
C  -1.040740  0.304134  1.730970
C  0.046845  -0.653059  2.374339
O  0.169477  -1.869733  2.214317
F  0.975134  -0.033575  3.293687
C  -1.713664  -1.410818  -0.224068
O  -2.795495  -2.033863  -0.128836
N  -0.552521  -2.104652  -0.798280
C  0.524789  -1.190408  -1.373484
C  0.302478  -1.487708  -2.971531
C  -0.436841  -2.912447  -3.235894
C  -0.251665  -3.276467  -4.816139
N  -1.034951  -4.501498  -5.203918
C  1.850071  -1.862050  -0.793529
C  3.206211  -1.498786  -1.629005
C  4.384845  -0.931899  -0.673846
S  6.070275  -1.553923  -1.184851
O  6.271693  -1.572935  -2.671600
O  6.359777  -2.902574  -0.583343
O  7.208288  -0.448687  -0.573819
C  -0.029317  0.223486  -0.856109
P  1.134668  1.686421  -0.481313
C  2.387108  1.276360  0.886484
C  2.245307  2.061899  -2.009833
C  2.948360  3.489330  -1.643312
H  -6.611243  -2.144786  3.039504
H  -5.103025  -2.573210  3.984179
H  -6.052230  -1.077553  4.511980
H  -4.271638  -1.641003  1.915068
H  -3.914170  -0.424785  3.287155
H  -5.367379  1.318866  2.475435
H  -6.593019  0.150722  1.792518
H  -5.690693  1.208177  -0.187511
H  -4.710755  -0.335666  -0.216425
H  -3.899543  2.609333  -0.033352
H  -3.297138  1.798461  1.489470
H  -2.783027  0.657900  -1.474770
H  -1.800965  2.085683  -0.866380
H  -2.040407  0.075905  2.265242
H  -0.813315  1.402698  1.929017
H  -0.231752  -2.815040  -0.129751
H  -0.340726  -0.691136  -3.478428
H  1.281653  -1.546423  -3.552997
H  -1.561342  -2.870269  -3.067161
H  0.080412  -3.778234  -2.681488
H  0.861441  -3.529497  -4.997870
H  -0.532899  -2.365257  -5.442564
H  -0.416184  -5.300063  -5.378420
H  -1.749445  -4.724790  -4.497813
H  1.731000  -3.002016  -0.956802
H  1.995924  -1.750916  0.339877
H  3.000104  -0.824407  -2.526883
H  3.635092  -2.474830  -2.077707
H  4.214679  -1.268669  0.400230
H  4.426789  0.207046  -0.805191
H  6.731421  0.213523  -0.023446
H  -0.555501  0.622329  -1.809013
H  3.457857  1.593795  0.596927
H  2.120391  1.931811  1.797530
H  2.384346  0.199684  1.249305
H  3.107699  1.326551  -2.122739
H  1.616223  2.210687  -2.949862
H  2.179753  4.310277  -1.465082
H  3.638539  3.796620  -2.514837
H  3.583792  3.364795  -0.685831
C  8.021396  -7.047673  0.443293
N  7.120149  -6.463781  1.415213
C  6.613300  -5.123030  1.186319
C  6.734385  -7.133287  2.535949
O  5.981204  -6.700445  3.390707
H  8.911457  -6.418959  0.360027
H  7.517218  -7.097255  -0.525084
H  8.320678  -8.053525  0.742578
H  6.909003  -4.481941  2.020335
H  5.522154  -5.156655  1.139723
H  7.007115  -4.718925  0.256416
H  7.176668  -8.140556  2.611144
C  -10.679690  2.996709  2.699755
N  -9.495731  2.370218  2.148171
C  -9.446909  0.923976  2.052027
C  -8.426016  3.098054  1.716906
O  -7.404256  2.635471  1.244806
H  -10.828136  2.640166  3.722256
H  -11.544248  2.724693  2.088764
H  -10.577629  4.082917  2.711185
H  -8.596907  0.554825  2.630720
H  -9.308665  0.638680  1.006073
H  -10.368970  0.483881  2.433402
H  -8.567654  4.184602  1.835317
C  5.556743  -9.120657  5.752482
N  5.231801  -10.513919  5.518613
C  5.263240  -11.439936  6.633486
C  4.897647  -10.980922  4.282464
O  4.615206  -12.135394  4.019494
H  6.574230  -9.054565  6.146857
H  4.853727  -8.709512  6.481582
H  5.492782  -8.542962  4.828414
H  5.984789  -12.232780  6.420980
H  4.274574  -11.889855  6.753876
H  5.545446  -10.923511  7.551613
H  4.904189  -10.196296  3.508483
C  -0.683973  8.139210  -1.782869
N  -0.496748  6.965902  -0.952395
C  -0.190318  7.142623  0.453826
C  -0.599364  5.702110  -1.451186
O  -0.453631  4.677910  -0.808266
H  0.230720  8.737099  -1.765286
H  -1.513408  8.727875  -1.384081
H  -0.907874  7.858102  -2.813400
H  0.769006  6.667780  0.674139
H  -0.965795  6.659196  1.053044
H  -0.140973  8.202833  0.704160
H  -0.834496  5.680672  -2.527949
C  -2.154202  9.649439  -6.285280
N  -1.742487  10.463125  -5.159332
C  -0.624599  11.372770  -5.321369
C  -2.372810  10.400542  -3.951947
O  -2.078142  11.053917  -2.968902
H  -1.317535  9.016886  -6.592846
H  -2.440493  10.304170  -7.112238
H  -3.002511  9.016419  -6.020442
H  0.156326  11.112711  -4.602579
H  -0.960402  12.392722  -5.119318
H  -0.225650  11.311923  -6.334454
H  -3.206427  9.679539  -3.937024

Atoms 1-6, force components in eV/Å:
C 1.1 -0.6 -0.2
C -0.5 -0.1 0.9
C 0.3 -0.1 -0.1
C -1.4 0.5 0.3
C -0.8 0.3 -0.7
C -0.9 1.1 1.0

Among the records above, which one has the lowest total energy?
C36H75FN7O10PS